{"formula": "C21H24N2O4", "method": "wB97M-V/def2-TZVPD", "relative_energy_kj_mol": 165.9, "e_lumo_ha": 0.01685, "orbital_gap_ev": 8.866, "total_energy_ev": -33337.6195, "spin_multiplicity": 1, "homo_ev": -8.41, "elements": ["O", "O", "O", "O", "N", "N", "C", "C", "C", "C", "C", "C", "C", "C", "C", "C", "C", "C", "C", "C", "C", "C", "C", "C", "C", "C", "C", "H", "H", "H", "H", "H", "H", "H", "H", "H", "H", "H", "H", "H", "H", "H", "H", "H", "H", "H", "H", "H", "H", "H", "H"], "positions_angstrom": [[-3.082, -0.577, -1.749], [2.317, -1.125, 5.794], [4.268, -1.143, 4.679], [0.141, -0.632, -0.103], [-1.310, 0.339, -5.885], [-1.406, 0.790, -3.702], [-4.493, 2.615, -4.632], [2.157, -0.834, 1.055], [-1.690, -0.506, -1.622], [-2.430, 1.094, -5.648], [-1.091, 0.739, -2.305], [-1.265, -0.543, -0.143], [0.117, -0.751, 2.334], [-4.426, 2.322, -5.994], [4.158, 0.008, 8.895], [2.239, -0.958, 3.455], [-2.511, 1.386, -4.266], [0.528, -0.576, -4.527], [0.763, -0.738, 1.101], [2.884, -0.942, 2.217], [-3.539, 2.155, -3.746], [3.017, -1.234, 7.030], [3.497, 0.127, 7.529], [-0.737, 0.171, -4.732], [-3.401, 1.566, -6.522], [0.853, -0.862, 3.499], [3.062, -1.080, 4.679], [-1.731, -1.414, 0.334], [4.207, 0.533, 6.806], [-1.488, 1.641, -1.827], [2.302, -1.675, 7.728], [2.640, -0.823, 0.091], [-0.007, 0.719, -2.168], [-3.342, 1.343, -7.575], [5.018, -0.656, 8.844], [-0.958, -0.677, 2.398], [3.960, -1.018, 2.194], [2.641, 0.805, 7.584], [-3.600, 2.400, -2.694], [-1.312, -1.409, -2.113], [-3.479, 0.263, -1.489], [0.350, -0.873, 4.453], [4.496, 0.983, 9.235], [3.872, -1.906, 6.899], [-5.198, 2.703, -6.647], [-5.311, 3.216, -4.262], [0.864, -0.949, -5.489], [-1.610, 0.369, 0.367], [3.459, -0.389, 9.627], [0.383, -1.414, -3.848], [1.295, 0.076, -4.109]]}